The following is a quantum chemistry calculation of 2 unconnected molecules or ions with the total composition CH6N2S at a distorted geometry, from the Open Molecules 2025 dataset.

```
10
Properties=species:S:1:pos:R:3:forces:R:3
S -2.0296 0.2151 0.3003 -0.063 0.004 -0.132
H -3.1520 0.0607 -0.4309 0.213 -0.084 0.122
N 0.7477 1.0018 -0.5240 1.732 0.057 0.153
C 0.5613 -0.2910 -0.3942 -2.351 -1.224 0.308
N 0.9481 -1.0780 0.6459 0.921 1.508 -0.446
H 1.4052 1.4658 0.0924 -0.516 0.098 0.052
H -0.0317 1.5265 -0.9000 0.069 -0.054 -0.283
H 0.0090 -0.8275 -1.1506 -0.073 0.361 -0.078
H 0.1430 -1.5720 1.0182 0.130 -0.325 -0.219
H 1.3989 -0.5014 1.3429 -0.061 -0.342 0.522
```
Forces are in eV/Å.

Computed properties:
Energy above the lowest of the compared OMol25 structures with the same formula, charge and spin ... 1.451 eV
Highest occupied orbital energy ... -7.24 eV
HOMO-LUMO gap ... 7.150 eV
Maximum force ... 0.0519 hartree/bohr
Calculated total energy ... -549.33388 hartree